Entry from OMol25: C3H4S3 in the gas phase at a distorted geometry (ωB97M-V/def2-TZVPD).

For the energy above the lowest of the compared OMol25 structures with the same formula, charge and spin, the calculation gives 7.6 kJ/mol. The frontier orbital gap (spin up / spin down) is 7.907 / 5.677 eV. Its spin multiplicity is 3.

Last column: natural (NBO) charge in e.
Element x y z (Å)
1 C 0.431 0.633 0.087  -0.153
2 C 1.646 0.985 -0.477  -0.429
3 C 0.125 -0.809 0.450  -0.549
4 S 2.969 -0.066 -0.721  0.235
5 S 1.650 -1.701 0.715  0.031
6 S -0.899 -1.514 -0.975  0.003
7 H -0.470 1.184 -0.198  0.225
8 H 1.989 2.074 -0.519  0.244
9 H -0.453 -0.938 1.365  0.264
10 H -0.515 -0.497 -1.772  0.128